15
Properties=species:S:1:pos:R:3:nbo_charge:R:1 method="wB97M-V/def2-TZVPD" total_charge=+1 homo_energy_ha="-0.5901 / -0.5320" homo_lumo_gap_ev="10.596 / 6.655" e_above_lowest_kj_mol=523.1
C -0.10 1.35 0.56 -0.273
C 0.34 1.01 -0.78 0.117
C -1.58 -0.41 -0.60 -0.418
C 0.54 -1.00 0.53 -0.440
N -0.25 0.00 0.04 -0.267
Cl 3.55 0.01 0.16 -0.012
H 0.74 1.47 1.30 0.276
H -1.06 2.07 0.69 0.286
H 1.08 1.03 -1.45 0.228
H -1.43 -0.96 -1.59 0.257
H -2.18 -1.03 0.06 0.246
H -2.18 0.50 -0.82 0.249
H 0.93 -1.65 -0.24 0.249
H 1.60 -0.72 0.87 0.244
H 0.01 -1.68 1.26 0.258

***

16
Properties=species:S:1:pos:R:3:nbo_charge:R:1 method="wB97M-V/def2-TZVPD" homo_energy_ha=-0.3242 homo_lumo_gap_ev=9.444 e_above_lowest_kj_mol=412.1
C -1.90 -0.49 -0.01 -0.236
C -0.41 -0.36 -0.41 0.077
C 0.31 -1.49 0.34 -0.427
C 0.61 0.01 0.82 -0.245
H -3.46 0.59 0.98 0.361
H -1.66 1.46 0.27 0.360
H -2.10 -0.96 1.06 0.159
H -2.46 -1.23 -0.58 0.196
H 0.11 -1.08 -2.31 0.390
H -0.91 0.63 -2.32 0.423
H 1.27 -1.74 -0.04 0.224
H -0.06 -2.19 1.05 0.233
H 0.05 0.52 1.70 0.230
N -2.64 0.79 0.00 -0.836
N -0.21 -0.07 -1.75 -0.879
Cl 2.21 0.76 0.47 -0.031

***

17
Properties=species:S:1:pos:R:3:nbo_charge:R:1 method="wB97M-V/def2-TZVPD" smiles="CNC(=O)[C@@H](N)CCl" homo_energy_ha=-0.3502 homo_lumo_gap_ev=10.102 e_above_lowest_kj_mol=3.0
C 0.28 -0.58 2.57 -0.399
C 0.36 -1.42 0.17 0.650
C -0.39 -0.22 -0.37 -0.182
C 0.58 0.93 -0.61 -0.345
H 1.00 -0.69 3.33 0.214
H -0.76 -0.75 2.92 0.191
H 0.33 0.42 2.13 0.191
H 1.04 -2.38 1.73 0.403
H -0.67 -0.53 -1.42 0.236
H -2.01 -0.64 0.72 0.361
H -1.35 0.80 1.14 0.351
H 1.45 0.62 -1.17 0.235
H 0.83 1.45 0.32 0.200
N 0.59 -1.51 1.50 -0.619
N -1.58 0.20 0.35 -0.802
O 0.74 -2.28 -0.61 -0.611
Cl -0.23 2.16 -1.66 -0.072

***

17
Properties=species:S:1:pos:R:3:nbo_charge:R:1 method="wB97M-V/def2-TZVPD" smiles="C[C@H](N=O)[C@@](C)(N)Cl" homo_energy_ha=-0.3210 homo_lumo_gap_ev=8.770 e_above_lowest_kj_mol=341.1
C 0.15 -1.24 1.64 -0.647
C 0.03 0.85 -1.77 -0.697
C 0.59 -0.68 0.33 -0.169
C -0.33 0.64 -0.33 0.244
N 1.97 -0.24 0.39 0.144
N -1.66 0.26 0.00 -0.860
O 2.58 -0.06 -0.63 -0.294
Cl 0.24 2.10 0.65 -0.136
H 0.80 -1.59 2.40 0.246
H -0.53 -0.54 2.04 0.206
H -0.46 -2.10 1.65 0.230
H -0.33 1.88 -1.93 0.240
H 1.15 0.94 -1.94 0.268
H -0.30 -0.02 -2.42 0.240
H 0.50 -1.29 -0.59 0.214
H -2.45 0.85 -0.49 0.382
H -1.94 0.23 0.98 0.390

***

17
Properties=species:S:1:pos:R:3:nbo_charge:R:1 method="wB97M-V/def2-TZVPD" smiles="[H]/N=C(Cl)/C(CC[NH3+])=N/[H]" total_charge=+1 homo_energy_ha=-0.5112 homo_lumo_gap_ev=10.247 e_above_lowest_kj_mol=52.2
C -0.21 0.21 1.89 0.260
C -1.10 -1.18 1.81 0.235
C 0.02 1.00 0.48 -0.487
C 0.82 0.29 -0.53 -0.252
N 0.08 0.45 3.08 -0.542
N -1.44 -1.64 0.67 -0.712
N -0.04 -0.63 -1.35 -0.763
Cl -1.33 -1.93 3.30 0.145
H -1.07 1.16 0.34 0.255
H 0.66 1.81 0.76 0.254
H 1.26 1.11 -1.14 0.241
H 1.59 -0.16 0.12 0.245
H 0.74 1.12 3.26 0.365
H -1.99 -2.53 0.72 0.412
H -0.39 -0.18 -2.31 0.447
H -0.81 -1.00 -0.56 0.464
H 0.61 -1.27 -1.80 0.432

***

17
Properties=species:S:1:pos:R:3:nbo_charge:R:1 method="wB97M-V/def2-TZVPD" homo_energy_ha=-0.3312 homo_lumo_gap_ev=8.052 e_above_lowest_kj_mol=685.0
C -1.34 -1.48 -0.03 -0.698
C -1.42 0.13 -0.24 -0.526
C -0.40 1.14 0.14 -0.459
C 1.00 1.04 -0.44 -0.590
H -1.19 -2.13 -1.23 0.203
H -0.14 -1.85 0.92 0.362
H -2.77 -1.75 0.49 0.167
H -1.99 0.14 -1.22 0.226
H -2.38 0.36 0.10 0.238
H -0.92 2.15 -0.40 0.250
H -0.29 1.12 1.26 0.233
H 1.05 0.78 -1.55 0.272
H 1.78 2.03 -0.37 0.287
O 2.47 0.52 1.79 -0.851
O 1.19 -1.49 0.96 -0.875
S 1.90 -0.19 0.64 2.005
Cl 3.45 -0.50 -0.81 -0.246